51
Properties=species:S:1:pos:R:3 method="wB97M-V/def2-TZVPD" spin_multiplicity=3 orbital_gap_ev="8.85 / 3.56" total_energy_ev=-54478.882 mol_weight_g_mol=559.17 lumo_energy_ev="-9.3 / -14.3" max_force_ev_per_a=2.17 total_charge=+3
Ag 0.47 -2.59 -0.13
Ag 0.14 0.54 3.31
K 0.95 3.77 1.58
C 0.16 0.10 0.49
O -0.08 1.23 1.02
O 0.10 -0.25 -0.71
O 0.29 -0.84 1.35
C 3.08 -2.41 4.90
C 1.85 -2.15 4.06
O 1.04 -1.09 4.62
H 2.84 -2.59 5.95
H 3.70 -1.52 4.76
H 3.63 -3.28 4.55
H 1.23 -3.05 3.98
H 2.18 -1.94 3.04
H 1.29 -1.09 5.56
C 3.27 3.05 -2.57
C 1.93 2.33 -2.44
O 2.23 0.99 -2.12
H 4.06 2.38 -2.88
H 3.51 3.41 -1.57
H 3.28 3.90 -3.24
H 1.34 2.39 -3.38
H 1.21 2.67 -1.66
H 1.40 0.59 -1.77
C -3.52 -0.20 2.21
C -2.68 -1.31 2.84
O -1.93 -0.65 3.91
H -3.94 -0.54 1.25
H -2.92 0.65 1.88
H -4.39 -0.05 2.85
H -1.95 -1.83 2.21
H -3.29 -2.12 3.23
H -2.20 -1.05 4.74
C -3.37 3.08 -2.84
C -2.48 2.00 -2.26
O -1.61 2.54 -1.26
H -2.86 3.94 -3.27
H -4.04 3.46 -2.07
H -3.95 2.57 -3.61
H -1.92 1.46 -3.04
H -3.14 1.28 -1.75
H -1.10 1.80 -0.90
C 0.88 -2.64 -3.38
O 1.08 -3.12 -2.25
N 0.17 -1.46 -3.59
N 1.23 -3.28 -4.50
H -0.06 -0.91 -2.79
H 0.14 -1.13 -4.54
H 1.78 -4.11 -4.34
H 1.00 -2.94 -5.42